Here is a molecular structure, C24H18ClFeN2O6 in a non-equilibrium geometry from OMol25. Energies are from ωB97M-V/def2-TZVPD.

```
! wB97M-V def2-TZVPD RIJCOSX def2/J DEFGRID3
* xyz -1 1
Fe -0.082 -0.197 -0.286
O 3.748 0.676 0.793
C 2.568 0.392 0.967
O 1.820 -0.261 0.157
C 1.927 0.689 2.327
C 1.139 -0.538 2.810
C 0.847 -0.431 4.312
C -0.259 0.656 4.327
C -0.399 0.964 2.831
O -0.169 -0.331 2.235
C 0.800 1.785 2.336
C 0.481 2.417 0.977
O 0.844 3.566 0.760
O -0.261 1.696 0.216
H 2.739 0.942 3.006
H 1.542 -1.491 2.480
H 1.736 -0.154 4.879
H 0.471 -1.381 4.696
H 0.017 1.544 4.897
H -1.194 0.262 4.727
H -1.365 1.347 2.517
H 1.047 2.601 3.013
Cl -3.342 4.584 -4.391
C -2.352 3.304 -3.703
C -1.036 3.115 -4.175
C -0.251 2.126 -3.667
C -0.701 1.257 -2.620
O 0.066 0.338 -2.191
C -2.064 1.470 -2.172
C -2.648 0.618 -1.192
N -1.940 -0.302 -0.655
C -2.206 -1.233 0.342
C -3.295 -1.339 1.157
C -3.330 -2.283 2.210
C -2.291 -3.132 2.434
C -1.169 -3.113 1.569
C -0.092 -4.013 1.673
C 0.913 -3.985 0.755
C 0.863 -3.043 -0.290
N -0.115 -2.186 -0.420
C -1.119 -2.184 0.509
C -2.853 2.497 -2.732
H -0.653 3.774 -4.944
H 0.762 1.982 -4.021
H -3.706 0.740 -0.938
H -4.126 -0.658 1.012
H -4.203 -2.330 2.849
H -2.319 -3.839 3.255
H -0.078 -4.734 2.484
H 1.752 -4.665 0.824
H 1.648 -2.973 -1.033
H -3.869 2.639 -2.380
*
```

Output
- ΔE to the lowest compared entry with this formula, charge and spin (kJ/mol) = 124.6